178
Properties=species:S:1:pos:R:3:lowdin_charge:R:1 method="wB97M-V/def2-TZVPD" total_charge=+1 gap_ev=5.832 e_homo_ha=-0.383 e_tot_ev=-202497.8574 fmax_ev_per_a=6.450 e_lumo_ha=-0.1688
C 0.4152 0.5433 -7.1943 -0.068
C 0.3207 -0.6729 -6.1121 -0.233
O -1.0128 -0.7304 -5.5176 -0.102
C -0.9933 -0.7412 -4.0986 -0.062
C -0.9119 -2.0828 -3.3182 0.029
C -0.8346 -3.4732 -4.1208 -0.119
C 0.5465 -3.7099 -4.9202 -0.235
C 1.1857 -5.1883 -4.7550 -0.426
S 2.8490 -5.0040 -3.9402 0.824
C 4.1289 -4.4447 -5.1484 -0.949
S 5.2961 -5.5752 -5.6126 0.687
N 4.2460 -3.0938 -5.7165 -0.132
C 5.0805 -2.7020 -6.8766 -0.047
C 4.9235 -1.1506 -7.0815 -0.077
N 4.0004 -0.6388 -6.0636 0.016
C 3.6768 -1.8164 -5.3232 -0.156
C -0.9604 -1.9769 -1.7261 0.029
C -0.9355 -3.3869 -0.9697 -0.129
C 0.4155 -4.2330 -1.1557 -0.145
C 1.7715 -3.4153 -0.9580 -0.167
C 2.3305 -2.3012 -1.8870 -0.072
C 3.6964 -1.6152 -1.6073 -0.079
C 4.5535 -2.0425 -0.3838 -0.075
C 4.0407 -3.1362 0.6059 -0.027
C 2.6705 -3.7964 0.2877 0.000
C -1.0779 -0.5788 -1.0021 0.091
C -1.1711 -0.6312 0.5819 -0.248
F -1.0820 0.6185 1.2609 0.047
F -0.1104 -1.4272 1.1714 0.040
C -2.5691 -1.2969 1.1166 -0.141
F -3.4391 -1.6934 0.0603 0.020
F -2.3103 -2.3520 2.0727 0.014
N -1.1380 0.6475 -1.8161 0.010
O -1.2976 1.8450 -1.2409 0.010
C -0.1651 2.7182 -1.2624 -0.300
O -0.4445 3.9253 -1.5668 0.043
C 1.3472 2.4402 -0.9185 -0.100
C 1.9500 1.2562 -0.1172 0.026
C 3.4975 1.1578 0.1798 -0.038
C 4.5177 2.2396 -0.2994 -0.012
C 3.9222 3.4384 -1.1226 -0.039
C 2.4040 3.5205 -1.4065 -0.031
C -1.1136 0.6140 -3.2810 0.056
C -1.2539 1.9226 -4.2075 -0.048
C 0.1360 2.6246 -4.5802 -0.672
O 0.0662 3.7851 -5.0813 -0.018
Br 1.9406 1.8475 -4.3849 0.819
H -0.3580 1.3613 -6.9442 0.073
H 0.1843 0.1180 -8.2317 0.090
H 1.4653 1.0131 -7.1318 0.063
H 1.1877 -0.6893 -5.3708 0.052
H 0.4303 -1.6370 -6.7491 0.119
H -1.6699 -3.4082 -4.9248 0.142
H -1.1308 -4.3876 -3.4741 0.111
H 1.2675 -2.8570 -4.6583 0.052
H 0.3154 -3.5952 -6.0515 0.115
H 1.3853 -5.6068 -5.8135 0.096
H 0.4867 -5.9380 -4.2342 0.099
H 5.7557 -3.3395 -7.5332 0.096
H 5.4228 -0.4814 -7.8619 0.103
H 2.9806 -1.6368 -4.4415 0.075
H -1.7819 -4.0159 -1.4585 0.137
H -1.1837 -3.3512 0.1416 0.109
H 0.4954 -4.7986 -2.1513 0.078
H 0.4000 -5.0558 -0.3374 0.135
H 1.7235 -1.9826 -2.7975 0.051
H 4.0270 -0.7875 -2.3404 0.094
H 5.5595 -1.5034 -0.2258 0.101
H 4.7102 -3.4076 1.4894 0.075
H 2.3185 -4.6309 1.0211 0.077
H -3.1422 -0.4937 1.7231 0.186
H 1.2733 0.4339 0.2779 0.075
H 3.9120 0.2959 0.7986 0.081
H 5.6414 2.1966 -0.0941 0.102
H 4.6122 4.2786 -1.4997 0.104
H 2.0417 4.4481 -1.9930 0.114
H -1.9609 2.6511 -3.6733 0.147
H -1.7734 1.6524 -5.2084 0.150
C 0.8523 4.2918 4.0259 -0.020
C 0.7758 4.2284 2.5248 -0.484
O 1.7764 4.2844 1.8342 0.059
C -0.5848 4.0923 1.9051 -0.007
H 1.8966 4.3894 4.3311 0.083
H 0.2987 5.1604 4.3898 0.059
H 0.4456 3.3742 4.4581 0.092
H -1.2046 4.9509 2.1724 0.094
H -1.0554 3.1654 2.2418 0.079
H -0.4815 4.0591 0.8188 0.048
C -5.3106 4.9507 -0.7858 -0.008
C -5.2912 3.7164 0.0754 -0.481
O -5.8622 3.6846 1.1504 0.056
C -4.5379 2.5202 -0.4432 -0.016
H -5.8893 5.7310 -0.2868 0.090
H -4.2916 5.3139 -0.9381 0.084
H -5.7804 4.7265 -1.7461 0.089
H -3.4850 2.7750 -0.5799 0.066
H -4.9734 2.1876 -1.3880 0.071
H -4.6099 1.7051 0.2817 0.081
C 5.7981 -3.0545 6.1332 -0.024
C 5.5053 -3.3579 4.6882 -0.497
O 6.2183 -2.9354 3.7949 0.056
C 4.2970 -4.2035 4.3873 -0.017
H 6.6967 -2.4370 6.1985 0.085
H 4.9632 -2.5056 6.5743 0.087
H 5.9716 -3.9837 6.6803 0.088
H 3.3952 -3.7057 4.7501 0.093
H 4.4031 -5.1844 4.8560 0.088
H 4.2119 -4.3395 3.3072 0.046
C -2.1862 7.2730 7.3113 -0.012
C -1.3639 7.3278 6.0522 -0.469
O -0.4106 6.5849 5.8857 0.016
C -1.7626 8.3345 5.0066 -0.015
H -1.7840 6.5027 7.9732 0.087
H -2.1418 8.2349 7.8261 0.092
H -3.2208 7.0206 7.0685 0.088
H -1.6996 9.3436 5.4192 0.090
H -2.7784 8.1295 4.6616 0.088
H -1.0821 8.2613 4.1550 0.084
C 3.2180 -8.2982 3.1557 -0.010
C 3.7167 -7.3803 2.0723 -0.480
O 3.0700 -6.4070 1.7182 0.014
C 5.0421 -7.7088 1.4432 -0.008
H 2.2514 -7.9396 3.5179 0.084
H 3.0909 -9.3073 2.7579 0.076
H 3.9231 -8.3061 3.9897 0.090
H 4.9942 -8.6922 0.9698 0.061
H 5.8281 -7.6905 2.2013 0.094
H 5.2752 -6.9629 0.6792 0.086
C -1.0722 9.2445 -3.0352 -0.025
C -1.4194 8.2481 -1.9611 -0.501
O -2.2176 8.5181 -1.0814 0.057
C -0.7420 6.9047 -2.0158 -0.035
H -1.6347 10.1661 -2.8695 0.085
H -0.0051 9.4742 -2.9982 0.086
H -1.3394 8.8429 -4.0151 0.086
H 0.3399 7.0300 -1.9334 0.089
H -0.9947 6.3986 -2.9503 0.084
H -1.0876 6.2912 -1.1814 0.063
C -7.1840 0.2253 -2.0670 -0.021
C -7.2555 0.1609 -3.5693 -0.502
O -6.2476 0.2189 -4.2531 0.045
C -8.6180 0.0224 -4.1936 -0.021
H -6.1407 0.3246 -1.7594 0.057
H -7.7403 1.0931 -1.7057 0.090
H -7.5901 -0.6921 -1.6357 0.093
H -9.2382 0.8806 -3.9264 0.089
H -9.0885 -0.9039 -3.8572 0.089
H -8.5163 -0.0112 -5.2807 0.085
C -8.9771 2.9297 2.0899 -0.025
C -9.3422 1.7972 3.0114 -0.502
O -9.8323 0.7666 2.5847 0.053
C -9.0779 1.9873 4.4815 -0.026
H -9.2227 2.6530 1.0618 0.080
H -9.5445 3.8240 2.3569 0.089
H -7.9052 3.1281 2.1521 0.057
H -9.6496 2.8396 4.8548 0.086
H -8.0103 2.1446 4.6499 0.084
H -9.3898 1.0919 5.0241 0.083
C 3.0524 -12.8852 0.5790 -0.020
C 3.4409 -11.4514 0.3368 -0.496
O 4.4550 -10.9799 0.8210 0.049
C 2.5279 -10.6218 -0.5269 -0.020
H 3.8010 -13.3602 1.2170 0.087
H 2.0846 -12.9280 1.0832 0.088
H 3.0090 -13.4238 -0.3701 0.089
H 1.5366 -10.5641 -0.0717 0.088
H 2.4611 -11.0598 -1.5250 0.089
H 2.9323 -9.6104 -0.6148 0.078
C 3.1293 4.8312 9.2874 -0.029
C 2.3206 5.9129 8.6206 -0.497
O 1.8583 6.8412 9.2593 0.061
C 2.1054 5.8021 7.1348 -0.036
H 3.2024 5.0409 10.3570 0.083
H 2.6394 3.8644 9.1528 0.083
H 4.1366 4.8072 8.8659 0.084
H 1.5697 4.8789 6.9049 0.080
H 3.0680 5.8216 6.6178 0.091
H 1.5082 6.6466 6.7929 0.059